# CH8ClN2Si

2 unconnected molecules or ions with the total composition CH8ClN2Si at a distorted geometry (ωB97M-V/def2-TZVPD, OMol25).

```
! RIJCOSX wB97M-V def2-TZVPD def2/J DEFGRID3
* xyz 1 1
C -0.96 -0.32 -0.36
N -1.53 -0.15 0.98
N -0.54 1.15 -0.79
Si 1.98 -1.15 0.13
Cl 2.31 0.98 0.09
H -1.69 -0.69 -0.97
H -1.09 0.09 1.80
H -2.04 -0.92 1.29
H 0.32 1.09 -1.39
H -0.08 1.58 0.01
H -1.18 1.85 -1.31
H 2.35 -1.96 -1.03
H 2.15 -1.56 1.53
*
```

## Properties
Highest occupied orbital energy (alpha / beta) (eV): -12.543 / -11.837
Gap between HOMO and LUMO (alpha / beta) (eV): 7.67 / 6.84
ΔE to the lowest compared entry with this formula, charge and spin (kJ/mol): 266.5



# CH8N2O

2 unconnected molecules or ions with the total composition CH8N2O at a distorted geometry (ωB97M-V/def2-TZVPD, OMol25).

```
! RIJCOSX wB97M-V def2-TZVPD def2/J DEFGRID3
* xyz 0 1
N -0.25 1.98 -0.70
C -0.15 0.89 0.25
N 0.10 -0.44 -0.35
H -1.03 1.80 -1.31
H 0.55 1.88 -1.32
H -1.05 0.68 0.84
H 0.68 1.16 0.89
H 0.98 -0.45 -0.85
H -0.74 -0.60 -0.90
O 0.35 -2.52 1.52
H 0.24 -2.83 0.61
H 0.32 -1.57 1.33
*
```

## Properties
Highest occupied orbital energy (eV): -9.558
SMILES: NCN.O
Gap between HOMO and LUMO (eV): 10.33
ΔE to the lowest compared entry with this formula, charge and spin (kJ/mol): 30.9



# CH8N2O

2 unconnected molecules or ions with the total composition CH8N2O at a distorted geometry (ωB97M-V/def2-TZVPD, OMol25).

```
! RIJCOSX wB97M-V def2-TZVPD def2/J DEFGRID3
* xyz 0 1
N -0.53 2.07 -0.61
C 0.26 0.90 -0.37
N -0.41 -0.37 -0.11
H -1.11 2.40 0.14
H -0.98 2.07 -1.51
H 0.92 1.13 0.47
H 0.95 0.68 -1.19
H -0.70 -0.87 -0.94
H -1.19 -0.27 0.49
O 1.01 -2.86 1.48
H 0.16 -2.46 1.27
H 1.63 -2.42 0.88
*
```

## Properties
Highest occupied orbital energy (eV): -9.219
SMILES: NCN.O
Gap between HOMO and LUMO (eV): 10.14
ΔE to the lowest compared entry with this formula, charge and spin (kJ/mol): 15.5



# CH8N2O

A molecular structure, CH8N2O at a distorted geometry (ωB97M-V/def2-TZVPD, OMol25).

```
! RIJCOSX wB97M-V def2-TZVPD def2/J DEFGRID3
* xyz 0 1
N 0.80 0.57 0.29
C 0.59 -0.69 1.24
O 0.54 -0.32 2.47
H 1.79 0.71 0.15
H 0.50 1.30 0.94
H -0.36 -1.15 0.82
H 1.41 -1.39 0.95
N -1.08 0.20 -1.40
H -1.88 -0.03 -0.81
H -0.03 0.40 -0.65
H -0.92 -0.59 -2.02
H -1.36 0.99 -1.98
*
```

## Properties
Highest occupied orbital energy (eV): -6.880
Gap between HOMO and LUMO (eV): 6.96
ΔE to the lowest compared entry with this formula, charge and spin (kJ/mol): 191.6



# CH8N2S2

2 unconnected molecules or ions with the total composition CH8N2S2 at a distorted geometry (ωB97M-V/def2-TZVPD, OMol25).

```
! RIJCOSX wB97M-V def2-TZVPD def2/J DEFGRID3
* xyz 0 1
N -0.05 -1.47 0.28
C 0.73 -0.64 1.22
N 1.76 0.04 0.50
H 0.51 -1.58 -0.55
H -0.25 -2.34 0.75
H 1.24 -1.27 1.96
H 0.05 0.01 1.78
H 2.30 0.68 1.07
H 1.43 0.56 -0.31
S -0.87 1.48 -1.51
S -2.71 1.06 -2.33
H -1.09 1.14 -0.23
H -3.05 2.32 -2.63
*
```

## Properties
Highest occupied orbital energy (eV): -8.989
SMILES: NCN.SS
Gap between HOMO and LUMO (eV): 9.43
ΔE to the lowest compared entry with this formula, charge and spin (kJ/mol): 36.6



# CH8N3

A molecular structure, CH8N3 at a distorted geometry (ωB97M-V/def2-TZVPD, OMol25).

```
! RIJCOSX wB97M-V def2-TZVPD def2/J DEFGRID3
* xyz 1 1
C 0.58 0.71 -0.50
N 0.35 -0.63 -1.01
N 0.22 0.41 0.90
N -0.95 -0.48 0.96
H 0.14 1.49 -1.13
H 1.64 0.97 -0.52
H -0.02 -0.59 -2.00
H -0.43 -0.89 -0.23
H -0.10 1.34 1.55
H -1.88 -0.10 0.91
H 1.08 -1.30 -0.76
H -0.64 -0.94 1.82
*
```

## Properties
Highest occupied orbital energy (eV): -15.257
Gap between HOMO and LUMO (eV): 11.88
ΔE to the lowest compared entry with this formula, charge and spin (kJ/mol): 331.4



# CH8N3OP

A single CH8N3OP molecule at a distorted geometry (ωB97M-V/def2-TZVPD, OMol25).

```
! RIJCOSX wB97M-V def2-TZVPD def2/J DEFGRID3
* xyz 0 1
N 0.08 -2.10 1.35
C -0.14 -0.87 0.67
O 0.95 0.08 0.59
P 1.10 1.23 -0.60
N 0.49 0.40 -1.89
N -0.14 2.28 -0.04
H 0.19 -2.10 2.42
H 0.88 -2.38 0.92
H -1.00 -0.34 1.08
H -0.42 -1.08 -0.46
H 0.40 0.91 -2.72
H 0.91 -0.49 -2.14
H -0.17 3.08 -0.69
H -0.99 1.58 0.06
*
```

## Properties
Highest occupied orbital energy (eV): -8.152
SMILES: NCOP(N)N
Gap between HOMO and LUMO (eV): 9.13
ΔE to the lowest compared entry with this formula, charge and spin (kJ/mol): 144.6



# CH8N3OSi

A gas-phase ion, CH8N3OSi (charge +1) at a distorted geometry (ωB97M-V/def2-TZVPD, OMol25).

```
! RIJCOSX wB97M-V def2-TZVPD def2/J DEFGRID3
* xyz 1 1
N 0.88 1.34 -2.13
C 0.40 0.36 -1.35
O -0.41 -0.58 -1.78
N 0.74 0.20 -0.06
N 0.09 -0.96 0.61
Si -1.06 -0.62 2.05
H 1.77 1.88 -2.00
H 0.59 1.30 -3.09
H -0.58 -0.91 -0.82
H 1.22 0.85 0.62
H 0.79 -1.59 0.86
H -0.53 0.56 2.86
H -2.32 -0.07 1.50
H -1.58 -1.77 2.73
*
```

## Properties
Highest occupied orbital energy (eV): -15.318
SMILES: N/C(O)=[NH+]/N[SiH3]
Gap between HOMO and LUMO (eV): 12.08
ΔE to the lowest compared entry with this formula, charge and spin (kJ/mol): 209.6